1.
Molecular formula: C26H28N5PSSn
Method: DFT, ωB97M-V/def2-TZVPD

The geometry in XYZ format:
```
62
Properties=species:S:1:pos:R:3:forces:R:3:mulliken_charge:R:1
Sn -3.885 -0.618 -9.271 0.0 0.0 -0.1 1.094
C -6.266 0.680 -9.762 0.0 0.0 0.0 -0.440
C -5.359 1.739 -9.909 0.0 0.0 0.0 -0.353
C -4.799 2.336 -8.779 0.0 0.0 0.0 -0.412
C -5.155 1.890 -7.510 0.0 0.0 0.0 -0.413
C -6.061 0.845 -7.359 0.0 0.0 0.0 -0.327
C -6.617 0.236 -8.481 0.0 0.0 0.0 -0.477
H -6.761 0.259 -10.630 0.0 0.0 0.0 0.425
H -5.125 2.124 -10.894 0.0 0.0 0.0 0.479
H -4.114 3.166 -8.891 0.0 0.0 0.0 0.454
H -4.736 2.370 -6.635 0.0 0.0 0.0 0.429
H -6.351 0.518 -6.369 0.0 0.0 0.0 0.438
H -7.351 -0.551 -8.365 0.0 0.0 0.0 0.474
N 4.078 -0.828 9.562 0.0 0.0 0.0 -0.003
P 4.997 0.461 9.766 0.0 0.0 0.0 0.811
C 6.521 0.161 10.470 0.0 0.0 0.0 0.483
C 7.093 1.128 11.332 0.0 0.0 0.0 -0.282
C 8.304 0.853 11.924 0.0 0.0 0.0 -0.784
C 8.947 -0.357 11.660 0.0 0.0 0.0 -0.345
C 8.390 -1.311 10.804 0.0 0.0 0.0 -0.732
C 7.178 -1.066 10.206 0.0 0.0 0.0 -0.366
C 4.385 2.029 9.487 0.0 0.0 0.0 0.804
C 5.307 3.069 9.233 0.0 0.0 0.0 -0.376
C 4.828 4.351 9.082 0.0 0.0 0.0 -0.755
C 3.460 4.595 9.187 0.0 0.0 0.0 -0.380
C 2.549 3.564 9.429 0.0 0.0 0.0 -0.750
C 2.996 2.272 9.569 0.0 0.0 0.0 -0.346
C 3.137 -0.974 8.472 0.0 0.0 0.0 0.697
C 2.047 -1.810 8.598 0.0 0.0 0.0 -0.758
C 1.223 -1.908 7.483 0.0 0.0 0.0 -0.321
C 1.528 -1.173 6.350 0.0 0.0 0.0 -0.493
C 2.652 -0.356 6.354 0.0 0.0 0.0 -0.382
N 3.460 -0.260 7.411 0.0 0.0 0.0 -0.305
H 4.265 -1.644 10.140 0.0 0.0 0.0 0.377
H 6.573 2.051 11.554 0.0 0.0 0.0 0.496
H 8.750 1.568 12.601 0.0 0.0 0.0 0.437
H 9.901 -0.562 12.130 0.0 0.0 0.0 0.435
H 8.915 -2.235 10.607 0.0 0.0 0.0 0.442
H 6.753 -1.787 9.518 0.0 0.0 0.0 0.467
H 6.365 2.864 9.137 0.0 0.0 0.0 0.542
H 5.512 5.163 8.879 0.0 0.0 0.0 0.447
H 3.094 5.607 9.075 0.0 0.0 0.0 0.435
H 1.493 3.782 9.512 0.0 0.0 0.0 0.440
H 2.300 1.466 9.761 0.0 0.0 0.0 0.385
H 1.843 -2.355 9.509 0.0 0.0 0.0 0.404
H 0.355 -2.553 7.509 0.0 0.0 0.0 0.448
H 0.913 -1.234 5.464 0.0 0.0 0.0 0.404
H 2.924 0.221 5.479 0.0 0.0 0.1 0.425
N -3.354 -3.076 -9.782 0.0 0.0 0.0 -0.394
N -4.755 -2.715 -9.966 0.0 0.0 0.0 -0.398
H -3.002 -3.570 -10.597 0.0 0.0 0.0 0.276
H -3.267 -3.707 -8.990 0.0 0.0 0.0 0.261
H -5.371 -3.310 -9.416 0.0 0.0 0.0 0.287
H -5.016 -2.838 -10.941 0.0 0.0 0.0 0.270
S -3.196 -0.082 -13.966 0.0 0.0 0.0 0.006
C -1.742 -0.442 -13.150 0.0 0.0 0.0 -0.288
C -1.977 -0.640 -11.832 0.0 0.0 0.0 -0.542
N -3.305 -0.509 -11.475 0.0 0.0 0.0 0.106
C -4.051 -0.207 -12.524 0.0 0.0 0.0 -0.171
H -0.798 -0.487 -13.670 0.0 0.0 0.0 0.454
H -1.233 -0.878 -11.085 0.0 0.0 0.0 0.426
H -5.119 -0.051 -12.473 0.0 0.0 0.0 0.336
```
Forces are in eV/Å.

- Energy above the lowest of the compared OMol25 structures with the same formula, charge and spin: 0.0 kcal/mol
- Gap between HOMO and LUMO: 6.696 eV
- LUMO level: -10.749 eV
- E: -2233.87281 Eh
- Spin multiplicity: 1
- Net charge: +4

***

2.
Molecular formula: C4H11NO2
Method: DFT, ωB97M-V/def2-TZVPD

The geometry in XYZ format:
```
18
Properties=species:S:1:pos:R:3:forces:R:3:mulliken_charge:R:1
C -0.358 -1.516 -2.491 0.1 -0.2 -0.2 -0.587
C 1.891 0.561 1.865 0.2 0.1 0.8 -0.824
C 1.789 0.659 0.442 0.0 0.1 -0.5 0.488
O -0.656 -0.270 -1.906 0.0 0.4 0.2 -0.552
N 1.695 0.728 -0.696 0.1 0.1 -0.4 -0.545
H 0.176 0.219 -1.781 -0.1 -0.1 0.0 0.392
H 0.342 -2.090 -1.876 0.0 0.0 0.0 0.260
H 0.067 -1.391 -3.492 0.0 -0.1 0.0 0.290
H -1.296 -2.064 -2.570 0.1 -0.1 0.0 0.229
H 1.918 1.562 2.307 0.0 -0.2 0.0 0.263
H 1.026 0.014 2.220 -0.2 -0.1 0.1 0.239
H 2.801 0.024 2.132 0.0 0.0 0.0 0.326
C -1.707 0.847 1.189 -0.1 0.1 0.0 -0.654
O -1.015 -0.337 0.886 0.1 -0.4 -0.1 -0.533
H -0.999 -0.431 -0.085 0.1 0.0 0.1 0.403
H -2.727 0.832 0.792 0.0 0.1 0.1 0.299
H -1.191 1.727 0.790 0.0 0.1 0.0 0.267
H -1.758 0.927 2.274 0.0 0.1 0.0 0.242
```
Forces are in eV/Å.

- Energy above the lowest of the compared OMol25 structures with the same formula, charge and spin: 37.2 kcal/mol
- Gap between HOMO and LUMO: 10.811 eV
- Structure (SMILES): CC#N.CO.CO
- LUMO level: 0.838 eV
- E: -364.20887 Eh
- Spin multiplicity: 1
- Net charge: 0

***

3.
Molecular formula: C46H47BrI2N6O2W
Method: DFT, ωB97M-V/def2-TZVPD

The geometry in XYZ format:
```
105
Properties=species:S:1:pos:R:3:forces:R:3:mulliken_charge:R:1
W 1.052 0.211 -0.540 -0.4 0.2 0.7 -0.797
C 3.376 -3.293 0.724 0.1 -0.1 0.1 -1.259
C 2.635 -2.376 -0.011 -0.1 0.0 -0.3 0.315
N 2.261 -1.200 0.482 0.3 -0.2 0.0 0.823
C 2.620 -0.889 1.753 0.1 0.0 0.0 -0.291
C 3.358 -1.755 2.571 0.0 -0.1 0.0 0.651
C 3.742 -2.990 2.015 0.0 0.0 -0.1 -1.011
C 3.611 -1.356 3.905 0.0 0.0 0.0 -0.887
C 3.099 -0.173 4.360 0.0 0.0 0.0 -1.162
C 2.340 0.674 3.526 -0.1 0.1 0.1 -0.714
C 2.127 0.335 2.212 0.0 0.2 0.1 0.600
N 1.410 1.031 1.220 0.0 -0.2 -0.1 0.849
C 0.502 2.053 1.624 0.0 -0.2 -0.1 -0.835
C 0.755 3.150 2.394 0.1 0.1 0.1 -0.032
C -0.312 4.003 2.755 0.0 0.0 0.0 -0.995
C -1.596 3.743 2.363 0.0 0.0 0.0 -0.786
C -1.869 2.637 1.523 0.0 0.0 0.0 0.785
C -3.151 2.270 1.050 0.1 0.0 0.0 -0.810
C -3.278 1.182 0.227 -0.2 0.1 0.1 -1.430
C -2.134 0.491 -0.183 0.0 -0.3 -0.2 -0.103
N -0.924 0.811 0.228 0.3 0.3 -0.1 0.725
C -0.794 1.839 1.124 -0.1 -0.1 0.0 0.878
H 3.646 -4.236 0.270 0.0 0.0 0.0 0.619
H 2.326 -2.589 -1.026 0.0 0.0 0.0 -0.092
H 4.310 -3.696 2.609 0.0 0.0 0.0 0.511
H 4.184 -2.002 4.558 0.0 0.0 0.0 0.511
H 3.266 0.125 5.386 0.0 0.0 0.0 0.453
H 1.924 1.579 3.943 0.0 0.0 0.0 0.656
H 1.760 3.382 2.721 0.0 0.0 0.0 0.768
H -0.101 4.869 3.368 0.0 0.0 0.0 0.466
H -2.406 4.388 2.679 0.0 0.0 0.0 0.478
H -4.019 2.844 1.351 0.0 0.0 0.0 0.510
H -4.245 0.864 -0.134 0.0 0.0 0.0 0.506
H -2.203 -0.342 -0.871 0.0 0.0 0.0 0.668
C -2.450 -6.866 0.971 0.0 0.0 0.0 -1.600
C -3.041 -6.008 -0.157 0.0 -0.1 0.0 1.789
C -4.415 -5.473 0.272 0.0 0.0 0.0 -1.604
C -3.224 -6.890 -1.393 0.0 0.0 0.0 -1.978
C -2.120 -4.826 -0.432 0.1 0.0 -0.2 -0.236
C -1.787 -3.947 0.591 0.0 -0.1 0.0 -0.436
C -0.998 -2.849 0.335 0.1 0.2 0.1 -0.001
Br -0.588 -1.815 1.891 0.0 -0.1 -0.1 0.016
C -0.501 -2.542 -0.948 -0.2 -0.3 0.1 0.837
O 0.160 -1.366 -1.178 0.3 0.4 0.1 1.231
C -0.735 -3.484 -1.972 0.2 0.3 -0.1 -1.215
C -1.562 -4.566 -1.675 -0.2 -0.2 0.2 -0.445
C -0.176 -3.478 -3.411 0.0 0.0 -0.1 1.959
C 0.913 -2.446 -3.691 -0.1 0.0 0.0 -1.384
C 0.467 -4.846 -3.705 0.0 0.0 0.0 -1.703
C -1.333 -3.253 -4.396 0.0 0.0 0.0 -1.742
H -3.094 -7.727 1.154 0.0 0.0 0.0 0.456
H -2.369 -6.312 1.907 0.0 0.0 0.0 0.331
H -1.458 -7.235 0.703 0.0 0.0 0.0 0.367
H -5.082 -6.309 0.486 0.0 0.0 0.0 0.447
H -4.864 -4.872 -0.521 0.0 0.0 0.0 0.367
H -4.349 -4.859 1.173 0.0 0.0 0.0 0.346
H -3.880 -7.725 -1.145 0.0 0.0 0.0 0.437
H -2.277 -7.309 -1.740 0.0 0.0 0.0 0.406
H -3.691 -6.342 -2.214 0.0 0.0 0.0 0.388
H -2.142 -4.108 1.599 0.0 0.0 0.0 0.538
H -1.775 -5.254 -2.478 0.0 0.0 0.0 0.331
H 1.765 -2.557 -3.019 0.0 0.0 0.0 0.438
H 0.535 -1.432 -3.610 0.0 0.0 0.0 -0.726
H 1.280 -2.588 -4.709 0.0 0.0 0.0 0.687
H 1.287 -5.046 -3.009 0.0 0.0 0.0 0.398
H 0.874 -4.839 -4.717 0.0 0.0 0.0 0.486
H -0.235 -5.675 -3.647 0.0 0.0 0.0 0.334
H -1.837 -2.303 -4.209 0.0 0.0 0.0 0.254
H -2.080 -4.043 -4.312 0.0 0.0 0.0 0.395
H -0.960 -3.249 -5.422 0.0 0.0 0.0 0.458
I -1.240 0.672 -3.529 -0.3 0.2 -0.4 0.460
C -2.091 2.514 -3.309 0.1 -0.1 0.1 -0.888
I 1.220 2.792 -1.491 -0.1 -0.2 -0.1 -0.227
H -3.139 2.619 -3.537 0.0 0.0 0.0 0.387
H -1.449 3.348 -3.077 0.0 0.0 0.0 0.378
C 3.057 5.417 -3.917 0.1 -0.1 0.0 -1.487
C 4.280 4.609 -3.560 -0.1 0.1 0.0 0.617
C 4.660 4.423 -2.232 0.0 0.0 0.0 -0.501
C 5.768 3.660 -1.900 0.0 0.0 0.2 -0.309
C 6.505 3.036 -2.895 0.1 0.0 0.1 0.088
N 7.614 2.194 -2.574 0.0 0.1 -0.2 -0.067
C 7.673 1.288 -1.555 -0.2 0.0 0.1 0.194
O 8.691 0.901 -1.041 0.1 0.0 0.0 -0.626
N 6.430 0.808 -1.081 0.0 0.0 0.0 -0.055
C 5.271 0.561 -1.799 0.1 0.0 -0.1 -0.506
C 5.230 0.441 -3.190 0.0 0.0 -0.1 -0.230
C 4.013 0.244 -3.812 0.1 0.0 0.0 -1.529
C 2.866 0.130 -3.057 -0.1 0.0 0.0 -0.136
N 2.903 0.175 -1.719 0.1 0.0 -0.1 0.821
C 4.080 0.409 -1.112 -0.1 0.0 0.1 -0.085
C 6.162 3.240 -4.222 0.0 0.0 -0.1 -0.305
C 5.066 4.026 -4.547 0.0 0.0 -0.1 -0.806
H 2.796 6.118 -3.124 0.0 0.0 0.0 0.359
H 2.197 4.761 -4.077 0.0 0.0 0.0 0.209
H 3.211 5.982 -4.835 0.0 0.0 0.0 0.448
H 4.092 4.908 -1.446 0.0 0.0 0.0 0.462
H 6.069 3.554 -0.864 0.0 0.0 0.0 0.496
H 8.525 2.448 -2.929 0.0 0.0 0.0 0.268
H 6.551 0.334 -0.198 0.0 0.0 0.0 0.243
H 6.143 0.503 -3.768 0.0 0.0 0.0 0.712
H 3.947 0.176 -4.888 0.0 0.0 0.0 0.537
H 1.895 0.026 -3.521 0.0 0.0 0.0 0.436
H 4.076 0.502 -0.035 0.0 0.0 0.1 0.592
H 6.757 2.779 -5.003 0.0 0.0 0.0 0.426
H 4.815 4.186 -5.589 0.0 0.0 0.0 0.432
```
Forces are in eV/Å.

- Energy above the lowest of the compared OMol25 structures with the same formula, charge and spin: 24.6 kcal/mol
- Gap between HOMO and LUMO (spin up / spin down): 5.362 / 5.750 eV
- LUMO level (spin up / spin down): -7.460 / -7.084 eV
- E: -5496.21584 Eh
- Spin multiplicity: 3
- Net charge: +2
- <S²>: 2.037

***

4.
Molecular formula: C7H7BClN3O8S2
Method: DFT, ωB97M-V/def2-TZVPD

The geometry in XYZ format:
```
29
Properties=species:S:1:pos:R:3:forces:R:3:mulliken_charge:R:1
O -2.876 -0.680 -3.640 -0.5 -0.1 1.2 -0.456
C -2.638 -0.793 -2.500 0.5 0.1 -1.6 0.763
N -2.248 -0.921 -1.360 0.0 0.4 1.3 -0.578
C -0.800 -0.636 -1.175 -0.5 0.1 -0.5 0.732
B -0.639 0.964 -1.409 0.8 0.6 -0.1 0.541
O 0.486 1.556 -1.954 -0.3 -0.5 0.3 -0.626
O -1.669 1.747 -1.000 -0.5 -0.8 -0.7 -0.542
O -0.176 -1.528 -2.140 -0.1 -0.8 0.9 -0.432
S -0.414 -3.031 -1.495 -0.7 -1.6 -1.5 1.328
O 0.674 -3.902 -1.727 1.6 1.0 0.8 -0.614
O -1.601 -3.618 -1.998 -1.2 0.9 0.5 -0.619
O -0.611 -2.567 0.079 0.2 0.1 -0.7 -0.465
C -0.197 -1.198 0.153 0.1 -0.5 -1.4 0.475
Cl 1.600 -1.313 -0.192 0.1 1.0 0.9 -0.014
C -0.574 -0.499 1.424 -0.1 -0.6 0.8 -0.973
C 0.278 -0.838 2.666 -0.7 0.7 -0.5 -0.760
S 1.906 -0.018 2.778 0.6 -0.2 0.3 -0.204
C 1.762 1.482 1.903 0.5 -0.6 0.1 0.541
N 0.795 2.285 1.741 -2.0 0.0 0.5 -0.140
N 1.240 3.322 0.974 -1.1 0.9 -0.2 -0.516
C 2.466 3.099 0.744 -0.2 0.6 -0.4 -0.028
O 2.867 1.948 1.278 1.7 -0.8 0.0 -0.275
H 1.153 1.532 -1.256 0.5 0.0 -0.4 0.279
H -1.802 2.470 -1.624 0.2 0.5 0.5 0.316
H -0.628 0.588 1.328 0.1 -0.2 -0.4 0.470
H -1.592 -0.833 1.655 0.0 0.0 -0.1 0.503
H 0.436 -1.915 2.734 0.3 0.1 0.0 0.403
H -0.298 -0.511 3.531 0.1 -0.1 0.0 0.472
H 3.058 3.796 0.178 0.7 -0.4 0.1 0.421
```
Forces are in eV/Å.

- Energy above the lowest of the compared OMol25 structures with the same formula, charge and spin: 32.1 kcal/mol
- Gap between HOMO and LUMO: 9.917 eV
- Structure (SMILES): O=C=N[C@]1(B(O)O)OS(=O)(=O)O[C@]1(Cl)CCSc1nnco1
- LUMO level: 0.241 eV
- E: -2318.55911 Eh
- Spin multiplicity: 1
- Net charge: 0